1.
Formula: C5H12O
Source: OMol25
Level of theory: ωB97M-V/def2-TZVPD

Summary:
* largest force on an atom: 0.00562 Eh/bohr
* 2S+1: 1
* E_HOMO: -0.3736 Eh
* ΔE to the lowest compared entry with this formula, charge and spin: 0.211 eV
* DFT total energy: -7427.1001 eV
* HOMO-LUMO gap: 11.24 eV

Bonds (Å) are listed after each position.
Atoms and positions in Å:
1 C 0.94 -0.11 -2.37  C2 1.526, H7 1.095, H8 1.093, H9 1.096
2 C -0.01 -0.56 -1.27  C1 1.526, C3 1.535, H10 1.100, H11 1.098
3 C 0.29 0.05 0.10  C2 1.535, O4 1.422, C5 1.534, H12 1.099
4 O 0.71 1.41 0.02  C3 1.422, H13 0.967
5 C -0.90 -0.08 1.07  C3 1.534, C6 1.525, H14 1.100, H15 1.097
6 C -0.50 0.00 2.54  C5 1.525, H16 1.095, H17 1.096, H18 1.094
7 H 0.63 -0.48 -3.35  C1 1.095
8 H 0.98 0.99 -2.41  C1 1.093
9 H 1.97 -0.46 -2.18  C1 1.096
10 H -1.05 -0.31 -1.55  C2 1.100
11 H 0.02 -1.65 -1.17  C2 1.098
12 H 1.17 -0.46 0.53  C3 1.099
13 H -0.02 1.90 -0.40  O4 0.967
14 H -1.59 0.74 0.83  C5 1.100
15 H -1.44 -1.00 0.87  C5 1.097
16 H -1.37 0.08 3.19  C6 1.095
17 H 0.06 -0.90 2.83  C6 1.096
18 H 0.14 0.87 2.72  C6 1.094

Atomic partial charges in e from the Mulliken method, atoms 1 to 8: C -1.16; C -0.57; C 0.02; O -0.56; C -0.33; C -1.26; H 0.37; H 0.29


2.
Formula: C5H12O
Source: OMol25
Level of theory: ωB97M-V/def2-TZVPD

Summary:
* largest force on an atom: 0.02839 Eh/bohr
* 2S+1: 1
* E_HOMO: -0.3760 Eh
* ΔE to the lowest compared entry with this formula, charge and spin: 0.651 eV
* DFT total energy: -7426.6602 eV
* HOMO-LUMO gap: 11.21 eV

Bonds (Å) are listed after each position.
Atoms and positions in Å:
1 C 1.54 0.42 -1.15  C2 1.535, H7 1.097, H8 1.088, H9 1.091
2 C 0.53 -0.24 -0.21  C1 1.535, C3 1.535, C4 1.550, H10 1.100
3 C 1.22 -0.90 0.99  C2 1.535, H11 1.095, H12 1.094, H13 1.089
4 C -0.53 0.80 0.25  C2 1.550, C5 1.503, H14 1.097, H15 1.098
5 C -1.94 0.30 0.40  C4 1.503, O6 1.454, H16 1.092, H17 1.096
6 O -2.35 -0.29 -0.87  C5 1.454, H18 0.959
7 H 1.64 1.48 -0.91  C1 1.097
8 H 1.18 0.46 -2.18  C1 1.088
9 H 2.57 0.06 -1.09  C1 1.091
10 H 0.04 -1.04 -0.78  C2 1.100
11 H 2.14 -1.40 0.68  C3 1.095
12 H 1.46 -0.21 1.80  C3 1.094
13 H 0.61 -1.69 1.42  C3 1.089
14 H -0.56 1.58 -0.53  C4 1.097
15 H -0.14 1.22 1.18  C4 1.098
16 H -2.63 1.13 0.54  C5 1.092
17 H -2.11 -0.49 1.14  C5 1.096
18 H -2.68 -1.18 -0.70  O6 0.959

Atomic partial charges in e from the Mulliken method, atoms 1 to 8: C -1.52; C 1.04; C -1.54; C -0.84; C -0.57; O -0.53; H 0.35; H 0.36


3.
Formula: C5H12O
Source: OMol25
Level of theory: ωB97M-V/def2-TZVPD

Summary:
* largest force on an atom: 0.00998 Eh/bohr
* 2S+1: 1
* E_HOMO: -0.3626 Eh
* ΔE to the lowest compared entry with this formula, charge and spin: 1.886 eV
* DFT total energy: -7425.4249 eV
* HOMO-LUMO gap: 10.82 eV

Bonds (Å) are listed after each position.
Atoms and positions in Å:
1 C 2.06 -0.23 -0.66  C2 1.331, H4 1.088, H5 1.088
2 C 0.87 0.17 -1.10  C1 1.331, C3 1.500, H6 1.092
3 C 0.37 1.58 -1.03  C2 1.500, H7 1.095, H8 1.095, H9 1.097
4 H 2.39 -1.26 -0.74  C1 1.088
5 H 2.75 0.48 -0.21  C1 1.088
6 H 0.20 -0.57 -1.55  C2 1.092
7 H 1.07 2.23 -0.49  C3 1.095
8 H -0.60 1.62 -0.52  C3 1.095
9 H 0.24 1.99 -2.03  C3 1.097
10 C 0.72 -0.81 1.88  O11 1.205, H12 1.107, H13 1.108
11 O -0.03 0.04 2.28  C10 1.205
12 H 0.39 -1.68 1.29  C10 1.107
13 H 1.81 -0.77 2.10  C10 1.108
14 C -2.45 -0.56 0.16  H15 1.091, H16 1.094, H17 1.094, H18 1.091
15 H -2.07 -0.04 -0.73  C14 1.091
16 H -2.02 -0.10 1.05  C14 1.094
17 H -2.16 -1.61 0.11  C14 1.094
18 H -3.54 -0.49 0.18  C14 1.091

Atomic partial charges in e from the Mulliken method, atoms 1 to 8: C -1.09; C 0.29; C -1.03; H 0.34; H 0.30; H 0.32; H 0.32; H 0.24


Question: The lowest ΔE to the lowest compared entry with this formula, charge and spin belongs to which entry?
Answer: number 1